{
  "formula": "C14H17N3O3",
  "method": "ωB97M-V/def2-TZVPD",
  "species": ["C", "C", "N", "C", "O", "C", "N", "C", "C", "C", "N", "C", "C", "C", "C", "C", "C", "C", "O", "O", "H", "H", "H", "H", "H", "H", "H", "H", "H", "H", "H", "H", "H", "H", "H", "H", "H"],
  "coordinates": [[-1.45097, 4.51731, 1.24281], [-1.34826, 3.34215, 2.23136], [-0.94353, 2.00707, 1.55155], [0.19168, 1.83634, 0.80924], [0.86716, 2.77895, 0.33944], [0.41923, 0.43715, 0.42023], [-0.01913, -0.36606, 1.61736], [-0.27456, -0.05405, -0.87332], [-0.17557, -1.63799, -1.02897], [-1.12933, -2.60157, -0.98555], [-0.46733, -3.83384, -1.27983], [0.80465, -3.59818, -1.61782], [1.86466, -4.25360, -2.29972], [3.07326, -3.69415, -2.53789], [3.35766, -2.26995, -2.42995], [2.32299, -1.52859, -1.71333], [1.07001, -2.16690, -1.31733], [-2.84603, 3.41635, 2.82129], [-3.24087, 4.47744, 3.50097], [-3.55921, 2.26370, 2.45035], [-2.33976, 4.21631, 0.67768], [-0.62918, 4.58623, 0.34995], [-1.48484, 5.48378, 1.71202], [-0.64764, 3.62341, 2.99266], [-1.10923, 1.30011, 2.22855], [1.56411, 0.41371, 0.65275], [0.77778, -0.18056, 2.24137], [0.05669, -1.32008, 1.41052], [-1.31911, 0.25519, -0.93983], [0.30202, 0.21558, -1.95935], [-2.21899, -2.72771, -1.08802], [-1.16138, -4.51135, -1.86939], [1.83399, -5.33017, -2.44930], [3.80292, -4.39381, -2.95026], [4.41688, -1.85426, -2.76360], [2.40173, -0.52275, -1.05456], [-2.76252, 1.67479, 1.90792]],
  "forces_ev_per_angstrom": [[1.74, -1.08, -3.60], [-0.18, 0.92, -0.95], [-1.84, 3.27, 2.02], [0.18, 3.80, -2.31], [-1.25, -2.25, 1.31], [2.10, -1.55, 1.96], [0.45, 1.58, 0.37], [1.92, -1.79, -3.00], [-1.56, 4.05, 1.70], [0.35, -1.70, -0.93], [-4.34, -2.03, -2.12], [3.23, 3.24, -0.81], [-1.59, -1.76, 1.76], [1.12, 2.18, -1.30], [-0.65, 0.24, 1.78], [0.49, 0.12, 1.79], [2.25, -3.21, -2.47], [-0.49, 2.33, 2.29], [1.76, -6.70, -4.02], [3.73, 0.57, -0.80], [-0.25, 1.03, -0.13], [-1.57, -0.47, 2.66], [-0.47, 0.10, 0.30], [0.36, -0.30, 0.65], [0.34, -1.36, 0.21], [-1.40, -0.23, -2.38], [-0.80, -0.47, 0.29], [-0.04, -1.75, -0.50], [0.21, 0.23, 0.21], [-1.54, 0.14, 3.31], [0.69, 0.95, 0.71], [2.83, 1.75, 2.05], [-0.35, 0.04, -0.14], [0.08, 0.56, -0.02], [-2.64, -0.77, 1.00], [0.53, -1.91, -2.65], [-3.40, 2.24, 1.73]],
  "smiles": "C[C@H](NC(=O)[C@@H](N)Cc1c[nH]c2ccccc12)C(=O)O",
  "homo_ev": -8.51,
  "e_above_lowest_kj_mol": 660.74,
  "orbital_gap_ev": 8.89,
  "mol_weight_g_mol": 275.3,
  "charge": 0
}